# 1
Below is one molecule with the formula C11H10BrNO3, with properties calculated with wB97M-V/def2-TZVPD.

XYZ file:
```
26
Properties=species:S:1:pos:R:3:nbo_charge:R:1
C 3.463 0.297 0.514 -0.254
O 2.734 1.384 -0.031 -0.543
C 1.830 1.063 -1.067 -0.092
C 0.408 1.211 -0.580 0.007
C -0.131 2.481 -0.376 -0.163
C -1.428 2.672 0.086 -0.209
C -2.248 1.581 0.356 -0.084
Br -4.002 1.858 0.965 0.115
C -1.730 0.314 0.161 -0.098
C -0.425 0.143 -0.292 -0.130
C -0.170 -1.326 -0.373 0.691
O 0.879 -1.893 -0.556 -0.564
N -1.403 -1.963 -0.162 -0.467
C -1.422 -3.325 0.362 -0.422
C -2.339 -1.033 0.355 0.671
O -3.387 -1.340 0.848 -0.523
H 3.557 0.450 1.590 0.186
H 4.464 0.253 0.076 0.171
H 2.957 -0.655 0.340 0.190
H 1.987 0.052 -1.442 0.207
H 1.992 1.760 -1.894 0.187
H 0.484 3.349 -0.582 0.227
H -1.811 3.674 0.234 0.235
H -0.501 -3.816 0.059 0.234
H -1.489 -3.318 1.451 0.206
H -2.269 -3.873 -0.042 0.220
```

Summary:
Frontier orbital gap ... 9.03 eV
HOMO level ... -0.350 Eh

---

# 2
Below is a 7-piece molecular cluster, C11H10Cl25NO2 overall, with properties calculated with wB97M-V/def2-TZVPD.

XYZ file:
```
49
Properties=species:S:1:pos:R:3:nbo_charge:R:1
C -1.854 -4.931 -1.663 -0.602
C -0.481 -5.486 -2.099 -0.453
C 0.601 -5.003 -1.126 0.114
Cl 1.312 -6.344 -0.194 -0.043
O 1.656 -4.308 -1.779 -0.533
C 1.385 -2.971 -1.926 0.912
O 0.945 -2.544 -2.962 -0.535
N 1.686 -2.188 -0.781 -0.715
C 0.475 -1.569 -0.228 -0.418
H -1.811 -3.837 -1.660 0.203
H -2.048 -5.236 -0.630 0.203
H -2.656 -5.274 -2.314 0.222
H -0.251 -5.111 -3.096 0.236
H -0.532 -6.574 -2.091 0.225
H 0.165 -4.347 -0.368 0.182
H 2.349 -1.464 -1.038 0.396
H -0.169 -2.308 0.248 0.188
H -0.127 -1.075 -1.004 0.191
H 0.732 -0.838 0.540 0.219
Cl 0.639 2.640 -2.503 0.064
C 1.528 2.592 -0.980 -0.227
Cl 2.920 1.507 -1.138 0.045
Cl 2.103 4.209 -0.576 0.066
Cl 0.465 1.999 0.300 0.054
Cl -3.274 0.093 -0.909 0.062
C -3.353 -0.257 0.821 -0.224
Cl -2.539 1.036 1.714 0.055
Cl -5.034 -0.340 1.338 0.072
Cl -2.530 -1.797 1.121 0.047
Cl 3.109 7.705 -0.517 0.056
C 3.163 8.104 -2.239 -0.226
Cl 2.778 6.671 -3.193 0.062
Cl 1.982 9.373 -2.589 0.054
Cl 4.779 8.677 -2.657 0.061
Cl -6.494 -4.916 4.436 0.058
C -6.543 -4.451 2.734 -0.227
Cl -6.918 -5.865 1.746 0.058
Cl -7.790 -3.220 2.496 0.052
Cl -4.978 -3.792 2.255 0.056
Cl 1.226 8.869 3.279 0.051
C 0.454 10.169 2.362 -0.227
Cl 0.864 9.997 0.655 0.059
Cl -1.298 10.070 2.565 0.057
Cl 1.030 11.729 2.956 0.057
Cl 3.780 -0.479 1.303 0.038
C 4.468 -1.884 2.138 -0.225
Cl 3.340 -2.426 3.383 0.056
Cl 4.747 -3.186 0.984 0.073
Cl 5.998 -1.417 2.887 0.056
```

Summary:
Frontier orbital gap ... 9.66 eV
HOMO level ... -0.357 Eh

---

# 3
Below is a 2-piece molecular cluster, C11H10Cl2FNO3 overall, with properties calculated with wB97M-V/def2-TZVPD.

XYZ file:
```
28
Properties=species:S:1:pos:R:3:nbo_charge:R:1
C -0.237 0.348 -0.733 -0.642
C 0.305 0.160 0.624 -0.246
C 1.700 -0.153 0.759 0.492
O 2.434 -0.382 -0.206 -0.598
C 2.252 -0.189 2.198 -0.521
C 1.655 0.930 3.006 -0.059
O 0.198 0.951 2.940 -0.520
C -0.440 0.741 1.751 0.735
O -1.628 1.030 1.657 -0.631
H -1.230 0.795 -0.641 0.231
H 0.423 0.990 -1.341 0.213
H -0.302 -0.627 -1.226 0.213
H 1.995 -1.165 2.645 0.219
H 3.342 -0.085 2.166 0.231
H 1.877 0.816 4.072 0.193
H 2.054 1.901 2.664 0.177
Cl -0.754 -4.707 0.894 0.135
C -2.339 -4.337 0.410 0.181
N -2.678 -3.034 0.272 -0.062
F -1.583 -1.911 0.464 -0.217
C -3.942 -2.685 -0.066 0.182
Cl -4.314 -1.032 -0.164 0.155
C -4.907 -3.665 -0.316 -0.254
C -4.579 -5.013 -0.205 -0.108
C -3.281 -5.344 0.170 -0.256
H -5.900 -3.334 -0.590 0.255
H -5.319 -5.786 -0.401 0.247
H -2.960 -6.371 0.289 0.254
```

Summary:
Frontier orbital gap ... 4.41 eV
HOMO level ... -0.241 Eh
Relative energy (zero: lowest compared OMol25 entry of this formula, charge and spin) ... 4.879 eV

---

# 4
Below is C11H10Cl4NO5Zn as an isolated structure, with properties calculated with wB97M-V/def2-TZVPD.

XYZ file:
```
32
Properties=species:S:1:pos:R:3:nbo_charge:R:1
Zn 0.784 1.517 0.124 1.718
Cl -4.807 0.189 3.228 0.001
C -3.605 0.410 2.009 -0.110
C -3.868 0.079 0.693 -0.119
Cl -5.397 -0.596 0.264 -0.002
C -2.893 0.301 -0.281 -0.140
Cl -3.185 -0.179 -1.917 -0.019
C -1.674 0.890 0.028 0.233
O -0.767 1.160 -0.871 -0.914
C -1.374 1.177 1.402 0.327
O -0.196 1.646 1.702 -0.913
C -2.355 0.926 2.355 -0.171
Cl -2.002 1.268 4.010 -0.003
C 0.664 -0.965 -2.628 -0.433
N 0.697 -1.938 -1.555 -0.401
C 0.461 -3.303 -1.947 -0.396
C 0.944 -1.609 -0.294 0.573
O 1.276 -0.514 0.134 -0.721
H -0.135 -1.225 -3.324 0.205
H 1.619 -0.939 -3.160 0.191
H 0.456 0.022 -2.221 0.274
H -0.564 -3.428 -2.304 0.203
H 0.630 -3.968 -1.103 0.206
H 1.150 -3.581 -2.747 0.195
H 0.867 -2.469 0.398 0.117
C 3.323 1.899 1.761 -0.752
C 3.367 2.523 0.369 0.791
O 4.360 3.113 -0.017 -0.674
O 2.313 2.372 -0.360 -0.935
H 4.229 2.140 2.313 0.217
H 3.235 0.820 1.643 0.223
H 2.446 2.261 2.294 0.232
```

Summary:
Frontier orbital gap ... 6.77 eV
HOMO level ... -0.157 Eh
Charge ... -1

---

# 5
Below is C11H10F9NOPb as an isolated structure, with properties calculated with wB97M-V/def2-TZVPD.

XYZ file:
```
33
Properties=species:S:1:pos:R:3:nbo_charge:R:1
C -0.962 1.554 -3.509 -0.363
C 0.405 1.454 -3.870 -0.367
C 1.170 2.317 -2.988 -0.400
C 0.228 2.849 -2.027 -0.366
C -1.050 2.396 -2.374 -0.344
Pb 1.360 -0.604 -0.568 1.286
N -0.551 -1.701 -0.600 -1.242
C -0.273 -3.309 -1.362 -0.272
C 0.875 -3.078 -2.199 -0.964
H 2.269 2.435 -2.969 0.178
H 0.823 0.847 -4.686 0.178
H 0.478 3.579 -1.276 0.182
H -1.994 2.744 -1.926 0.176
H -1.779 1.072 -4.012 0.177
H 0.720 -2.703 -3.230 0.190
H -1.212 -3.561 -1.895 0.169
H -1.461 -1.390 -1.007 0.348
H 1.914 -3.031 -1.745 0.152
H -0.157 -3.730 -0.352 0.187
F 1.280 -1.755 2.211 -0.323
C 1.233 -0.605 2.956 0.946
F 1.257 -0.897 4.291 -0.337
F 2.361 0.097 2.642 -0.325
C -0.077 0.187 2.568 0.064
O -0.125 0.447 1.249 -0.844
C -1.367 -0.656 3.022 0.952
F -1.213 -0.848 4.365 -0.349
F -2.552 -0.038 2.751 -0.323
F -1.411 -1.862 2.370 -0.312
C -0.059 1.643 3.383 0.947
F -0.025 1.406 4.751 -0.356
F 1.033 2.355 3.014 -0.325
F -1.137 2.383 3.024 -0.320
```

Summary:
Frontier orbital gap (spin up / spin down) ... 4.43 / 4.43 eV
HOMO level (spin up / spin down) ... 0.030 / 0.030 Eh
Charge ... -2

---

# 6
Below is C11H10F9NOPd as an isolated structure, with properties calculated with wB97M-V/def2-TZVPD.

XYZ file:
```
33
Properties=species:S:1:pos:R:3:nbo_charge:R:1
C -0.185 -1.628 -1.563 -0.315
C -0.583 -0.357 -2.104 -0.219
C -1.756 0.071 -1.376 -0.197
C -2.121 -0.954 -0.454 -0.284
C -1.096 -1.953 -0.496 -0.206
Pd 0.181 -0.204 0.236 0.902
N 0.601 -1.712 1.598 -0.441
C 1.969 0.240 -0.151 -0.539
C 1.698 1.286 -0.890 -0.359
H -2.340 0.931 -1.616 0.242
H -0.173 0.141 -3.000 0.245
H -3.019 -0.993 0.127 0.254
H -1.091 -2.860 0.095 0.260
H 0.676 -2.235 -1.892 0.249
H 1.675 1.258 -1.939 0.196
H 2.139 0.505 0.983 0.273
H 0.955 -1.029 2.364 0.283
H 1.777 2.333 -0.510 0.237
H 2.022 -0.870 -0.585 0.245
F 0.451 3.915 3.044 -0.318
C -0.747 3.378 2.710 0.942
F -1.663 3.859 3.606 -0.323
F -1.101 3.872 1.494 -0.327
C -0.595 1.741 2.583 0.105
O 0.368 1.437 1.748 -0.828
C -0.330 1.152 4.071 0.937
F -1.312 1.338 5.009 -0.320
F -0.165 -0.198 3.965 -0.337
F 0.817 1.670 4.587 -0.318
C -2.092 1.236 2.240 0.936
F -3.044 1.683 3.097 -0.312
F -2.479 1.643 0.996 -0.331
F -2.171 -0.130 2.264 -0.334
```

Summary:
Frontier orbital gap (spin up / spin down) ... 8.79 / 6.55 eV
HOMO level (spin up / spin down) ... -0.302 / -0.353 Eh
Spin multiplicity ... 5

---

# 7
Below is one molecule with the formula C11H10FNO, with properties calculated with wB97M-V/def2-TZVPD.

XYZ file:
```
24
Properties=species:S:1:pos:R:3:nbo_charge:R:1
C 2.464 -0.707 -1.358 -0.591
C 2.266 -0.741 0.141 -0.454
C 0.904 -1.126 0.494 0.136
C 0.169 -2.195 0.385 0.302
N -0.966 -2.644 0.368 -0.373
C -1.859 -1.959 -0.562 0.336
F -3.130 -2.504 -0.535 -0.342
C -2.093 -0.474 -0.050 -0.154
C -3.208 0.240 -0.511 -0.169
C -3.452 1.524 -0.160 -0.238
C -2.487 2.258 0.557 -0.174
C -1.356 1.638 0.936 -0.262
C -1.139 0.312 0.629 0.322
O 0.099 -0.076 1.025 -0.482
H 3.490 -0.485 -1.579 0.219
H 1.863 0.234 -1.727 0.199
H 1.898 -1.581 -1.867 0.214
H 2.578 0.205 0.566 0.237
H 3.019 -1.476 0.519 0.218
H -1.398 -2.046 -1.525 0.172
H -4.050 -0.147 -1.125 0.230
H -4.305 2.014 -0.462 0.209
H -2.650 3.261 0.773 0.212
H -0.371 2.032 1.279 0.235
```

Summary:
Frontier orbital gap ... 8.48 eV
HOMO level ... -0.310 Eh
Relative energy (zero: lowest compared OMol25 entry of this formula, charge and spin) ... 1.376 eV

---

# 8
Below is one molecule with the formula C11H10N2O2S, with properties calculated with wB97M-V/def2-TZVPD.

XYZ file:
```
26
Properties=species:S:1:pos:R:3:nbo_charge:R:1
C -1.054 -1.895 -1.068 -0.281
C -0.675 -2.924 -0.236 0.226
C 0.240 -2.727 0.764 0.288
C 0.737 -1.442 0.996 -0.255
C 0.324 -0.379 0.139 -0.189
C 0.520 0.951 0.220 -0.007
N -0.191 1.488 -0.862 -0.158
N -0.857 0.503 -1.512 -0.302
C -0.555 -0.607 -0.886 0.180
C -0.334 2.892 -1.244 -0.205
C 0.666 3.734 -0.450 -0.429
C 0.588 3.537 1.049 -0.501
S 1.312 1.884 1.482 0.255
O 0.473 -3.924 1.395 -0.491
C -0.329 -4.879 0.682 0.228
O -1.109 -4.194 -0.307 -0.465
H -1.843 -2.131 -1.747 0.226
H 1.394 -1.274 1.817 0.222
H -0.147 3.009 -2.321 0.224
H -1.361 3.170 -1.066 0.207
H 0.431 4.806 -0.651 0.225
H 1.722 3.536 -0.811 0.224
H 1.145 4.302 1.599 0.236
H -0.431 3.591 1.417 0.217
H 0.309 -5.644 0.193 0.161
H -0.976 -5.383 1.409 0.166
```

Summary:
Frontier orbital gap ... 7.97 eV
HOMO level ... -0.270 Eh
Relative energy (zero: lowest compared OMol25 entry of this formula, charge and spin) ... 0.134 eV

---

no.,total energy (eV)
1,-89244.5696
2,-330212.5338
3,-46958.3353
4,-121809.4099
5,-44807.4333
6,-43035.8215
7,-17820.4643
8,-29478.1282